{"formula": "C23H47NO9S", "method": "ωB97M-V/def2-TZVPD", "species": ["C", "C", "C", "C", "C", "C", "C", "C", "N", "C", "C", "O", "O", "C", "O", "C", "C", "C", "S", "O", "O", "O", "H", "H", "H", "H", "H", "H", "H", "H", "H", "H", "H", "H", "H", "H", "H", "H", "H", "H", "H", "H", "H", "H", "H", "C", "C", "C", "O", "H", "H", "H", "H", "H", "H", "H", "H", "C", "C", "C", "O", "H", "H", "H", "H", "H", "H", "H", "H", "C", "C", "C", "O", "H", "H", "H", "H", "H", "H", "H", "H"], "coordinates": [[1.3442, 1.9888, 0.5800], [0.7143, 1.5738, -0.3500], [-0.0251, 1.0623, -1.4916], [0.5531, -0.2022, -2.1419], [1.0893, -1.2737, -1.2013], [-0.0029, -2.2246, -0.7058], [-0.4463, -1.9777, 0.7293], [0.6653, -2.0928, 1.7663], [1.3579, -0.8102, 2.0758], [1.3602, -0.5053, 3.4787], [2.6655, -0.7124, 4.1736], [0.3629, -0.0871, 4.0170], [1.5011, 0.1584, -3.1917], [2.6118, 0.8347, -2.7530], [2.6683, 2.0318, -2.7954], [3.7570, -0.0078, -2.2608], [4.0539, -1.2613, -3.0720], [5.0499, -2.1831, -2.3609], [4.2865, -3.6082, -1.6084], [3.0921, -3.9353, -2.3074], [5.2862, -4.5886, -1.3770], [3.8163, -3.0234, -0.1983], [1.8901, 2.4025, 1.3938], [-1.0624, 0.8766, -1.2038], [-0.0325, 1.8502, -2.2479], [-0.2627, -0.6770, -2.6817], [1.7953, -1.8650, -1.7836], [1.6298, -0.8421, -0.3560], [0.3476, -3.2531, -0.7933], [-0.8722, -2.1457, -1.3610], [-1.1859, -2.7391, 0.9908], [-0.9741, -1.0231, 0.8028], [1.4293, -2.7818, 1.3986], [0.2352, -2.5108, 2.6779], [0.8286, -0.0480, 1.6545], [2.8673, -1.7852, 4.2114], [3.4584, -0.2683, 3.5750], [2.6451, -0.2909, 5.1733], [4.6293, 0.6397, -2.1948], [3.4938, -0.2978, -1.2376], [4.4761, -0.9865, -4.0381], [3.1353, -1.8057, -3.2593], [5.5795, -1.6517, -1.5694], [5.7879, -2.6114, -3.0343], [4.2439, -2.1786, -0.0110], [-2.4816, 0.7648, 2.5107], [-2.3078, 1.7091, 1.3326], [-3.4937, 2.6421, 1.1602], [-2.0660, 0.9693, 0.1273], [-3.3606, 0.1297, 2.3594], [-1.6070, 0.1263, 2.6075], [-2.6088, 1.3077, 3.4477], [-1.4004, 2.2992, 1.4768], [-4.4055, 2.0688, 0.9703], [-3.3390, 3.3147, 0.3161], [-3.6557, 3.2379, 2.0575], [-2.8476, 0.4290, -0.0386], [-3.6807, 3.8617, 5.6648], [-4.5659, 4.6274, 4.6941], [-4.7130, 6.0883, 5.0892], [-5.8423, 4.0030, 4.5725], [-4.1199, 3.8759, 6.6663], [-3.5846, 2.8210, 5.3552], [-2.6839, 4.3006, 5.7245], [-4.1338, 4.5701, 3.6945], [-5.1828, 6.1663, 6.0739], [-5.3426, 6.6157, 4.3730], [-3.7436, 6.5861, 5.1349], [-6.2667, 4.0291, 5.4374], [-1.2762, -2.5114, -6.2391], [-0.3267, -2.3274, -5.0657], [1.1146, -2.6071, -5.4569], [-0.7252, -3.1431, -3.9630], [-1.2358, -3.5442, -6.5965], [-2.3022, -2.2999, -5.9378], [-1.0136, -1.8532, -7.0681], [-0.4034, -1.3041, -4.6952], [1.2289, -3.6414, -5.7934], [1.7724, -2.4619, -4.6029], [1.4377, -1.9474, -6.2637], [-0.6815, -4.0660, -4.2370]], "forces_ev_per_a": [[0.1337, 0.2674, 0.2406], [-0.0559, -0.1674, -0.1091], [0.3411, -0.0940, -0.8336], [-0.2312, 0.1088, 0.0265], [0.1478, -0.1547, -0.2441], [-0.1139, 0.1380, 0.1916], [-0.2929, -0.1913, 0.0106], [0.3983, 0.0574, 0.0440], [-0.0567, 0.1503, 0.0622], [-0.4636, 0.0270, -0.3599], [0.0580, -0.0952, -0.0083], [0.3108, 0.1484, 0.2619], [0.3058, -0.1042, 0.4008], [-0.2052, 0.4884, -0.3096], [-0.0054, -0.2264, -0.1095], [0.1351, -0.1821, 0.2681], [0.1917, 0.0550, -0.0443], [-0.1671, 0.1393, -0.1152], [0.0704, 0.5426, 0.0602], [-0.3253, -0.3453, -0.2033], [0.3222, -0.3479, 0.0994], [-0.2069, 0.0741, 0.1421], [0.0120, -0.0343, -0.0108], [0.8122, 0.1101, -0.3116], [-0.0448, -0.0402, -0.1112], [0.0859, 0.1257, -0.3238], [-0.0656, 0.0013, 0.0806], [0.0229, 0.0268, -0.0448], [0.0652, -0.0351, -0.0186], [-0.0268, -0.1165, -0.0642], [-0.0851, -0.0145, -0.0891], [0.2093, 0.0214, 0.1158], [-0.1061, -0.2106, 0.0459], [0.0637, 0.0218, 0.1094], [-0.0480, -0.1525, -0.0709], [0.0371, -0.0299, 0.0557], [0.0413, 0.0360, 0.0224], [-0.0096, -0.0762, 0.0681], [0.0299, 0.0514, -0.0008], [-0.0038, 0.0713, 0.0150], [-0.0670, 0.0345, -0.0625], [0.0150, -0.0115, -0.1404], [0.2494, -0.0846, -0.0368], [0.0363, -0.0222, -0.0372], [0.0137, -0.0560, 0.1800], [0.0163, -0.1067, -0.1997], [-0.1633, 0.2158, 0.3793], [0.0062, -0.0365, -0.1780], [-1.2093, 0.0052, 1.0346], [-0.0393, 0.0431, 0.0209], [-0.0087, 0.0059, 0.1283], [0.0026, 0.0362, -0.0317], [0.0045, -0.0535, -0.0759], [-0.0193, -0.0095, 0.0535], [0.0267, 0.0130, 0.0116], [0.0017, -0.0213, 0.0181], [-0.1224, -0.0393, 0.0389], [-0.0353, -0.0634, -0.0329], [0.0492, 0.0523, 0.1643], [-0.0722, -0.0008, -0.0400], [0.0221, 0.0007, -0.0472], [0.0222, 0.0296, 0.0125], [0.0012, 0.0014, -0.0065], [-0.0014, 0.0132, 0.0010], [-0.0205, 0.0109, -0.0359], [0.0352, 0.0028, 0.0206], [0.0065, -0.0049, -0.0076], [0.0092, -0.0099, 0.0075], [-0.0100, -0.0142, -0.0198], [-0.0789, -0.0010, 0.0687], [0.0182, -0.1313, -0.1938], [0.0257, -0.0174, 0.0724], [-0.0209, 0.1235, 0.0622], [0.0297, 0.0064, -0.0336], [0.0039, 0.0130, 0.0017], [0.0174, -0.0023, -0.0029], [0.0064, 0.0163, -0.0202], [-0.0415, -0.0008, -0.0350], [-0.0225, -0.0048, 0.0077], [-0.0130, 0.0092, 0.0032], [0.0455, 0.0148, 0.0124]], "homo_energy_ha": -0.3383, "largest_force_ev_per_a": 1.59, "charge": 0, "e_above_lowest_ev": 1.195, "gap_ev": 9.475, "smiles": "C#CC[C@H](CCCCNC(C)=O)OC(=O)CCCS(=O)(=O)O.CC(C)O.CC(C)O.CC(C)O"}